Entry 1:
42
Properties=species:S:1:pos:R:3 method="wB97M-V/def2-TZVPD" e_above_lowest_kcal_mol=78.81 homo_lumo_gap_ev=2.165 charge=0
C 2.46128 0.63941 1.14962
C 3.38196 0.80810 0.12338
N 4.19724 1.01935 -0.70240
C 1.41948 -0.31471 1.08701
C 0.46886 -0.44113 2.14625
C -0.53537 -1.38885 2.08537
C -0.64540 -2.24301 0.97589
C -1.68926 -3.22312 0.92241
N -2.54613 -4.02032 0.88888
C 0.27188 -2.12838 -0.08043
C 1.28530 -1.18395 -0.04022
H 2.51663 1.32600 1.99677
H 0.55590 0.22832 3.00646
H -1.25416 -1.48479 2.90021
H 0.18379 -2.79251 -0.94044
H 1.99121 -1.09879 -0.87108
C 6.15453 -0.15754 2.23873
C 5.78467 -1.52791 2.61587
C 5.35237 -2.00113 3.84963
C 5.23372 -3.42950 4.05513
C 5.63033 -4.38722 2.97299
C 4.76289 -3.92747 5.25820
C 4.40705 -3.08344 6.31601
C 3.88157 -3.66015 7.59213
C 4.55665 -1.70194 6.15028
C 5.01406 -1.14045 4.96660
C 5.12938 0.34706 4.90760
H 6.55462 -0.17915 1.21813
H 5.29148 0.51929 2.20997
H 6.92205 0.27136 2.89684
H 5.91899 -2.25308 1.81271
H 5.47914 -5.41239 3.32977
H 5.03303 -4.25444 2.06201
H 6.68725 -4.27991 2.69436
H 4.66754 -5.00938 5.38175
H 3.64733 -2.85810 8.29740
H 2.97215 -4.24979 7.41726
H 4.61196 -4.33431 8.05805
H 4.30023 -1.04170 6.98330
H 4.78838 0.76223 5.86282
H 6.16214 0.68601 4.76137
H 4.50357 0.78928 4.12325

Entry 2:
19
Properties=species:S:1:pos:R:3 method="wB97M-V/def2-TZVPD" e_above_lowest_kcal_mol=86.11 homo_lumo_gap_ev=9.554 charge=0
C 1.15427 1.12514 -1.20331
C 0.41367 0.31368 -0.52901
O -0.78464 -0.00635 -0.90834
C -1.36293 0.81033 -1.89651
C 0.87909 -0.37614 0.82247
N 0.35218 0.53498 1.91812
C 0.30689 -1.72477 0.91794
O -1.21246 -1.74719 0.94635
H 2.13355 0.92435 -0.90592
H 0.98065 2.09956 -1.76126
H -2.21969 0.25774 -2.20523
H -0.65151 0.93796 -2.65323
H -1.63813 1.75786 -1.48009
H 1.95338 -0.32900 0.84003
H 0.24883 0.22642 2.85785
H -0.41756 1.08577 1.58425
H 0.67084 -2.36405 0.10592
H 0.68159 -2.26476 1.81481
H -1.48802 -1.26154 1.73515

Entry 3:
157
Properties=species:S:1:pos:R:3 method="wB97M-V/def2-TZVPD" homo_lumo_gap_ev=8.466 charge=+1
C -4.55081 3.59741 -0.07801
O -3.82091 2.95020 -1.10949
C -3.86847 1.55534 -0.98108
C -3.14522 0.96890 -2.19249
Cl -3.93459 1.71443 -3.65897
O -1.86478 1.45810 -2.07455
C -0.94647 1.29263 -3.16396
C -0.79799 2.61987 -3.90737
C -0.69149 3.74806 -2.89926
N 0.31106 4.50162 -2.75882
C -1.25971 0.03968 -4.00942
C -1.76634 0.21019 -5.45004
I -0.03723 0.55989 -6.72037
C -2.52718 -0.98951 -6.05529
C -3.37338 -0.52558 -7.22748
I -1.19927 -2.54045 -6.74823
N -1.96705 -1.01509 -3.18780
C -0.91744 -1.89121 -2.54213
C 0.05994 -1.21483 -1.58984
C 0.63698 -2.19403 -0.55814
C 2.16167 -2.21431 -0.55077
C 2.76238 -1.06133 0.24770
C 2.98176 -1.41721 1.70916
C 3.25368 -0.19494 2.59319
C 4.24838 -0.44779 3.71761
O 5.44287 0.31014 3.46273
C 6.22310 0.50845 4.53192
C 7.18567 1.62538 4.36279
O 6.15019 -0.15948 5.52088
C -3.16406 -0.58011 -2.29156
C -3.05933 -1.35645 -0.96077
C -4.15854 -1.24435 0.11396
S -3.38462 -0.68006 1.66839
C -4.69001 -1.12325 2.71878
N -5.85420 -1.59787 2.34397
N -6.57003 -1.81006 3.53593
C -5.77126 -1.44505 4.49374
O -4.56596 -0.99737 4.05809
C -4.39597 -1.15977 -3.04970
C -5.79880 -1.11445 -2.46403
O -6.22127 -2.06365 -1.91372
Br -7.01122 0.36604 -2.69477
H -4.26390 4.64109 -0.09904
H -4.31514 3.19491 0.90597
H -5.61837 3.53344 -0.28769
H -4.90936 1.24035 -0.95226
H -3.31863 1.28253 -0.08313
H 0.00736 1.12446 -2.68039
H -1.63756 2.85548 -4.55241
H 0.13205 2.63142 -4.46244
H -1.54966 3.94067 -2.26694
H 1.06351 4.25230 -3.40226
H -0.26874 -0.37544 -4.15496
H -2.34648 1.09670 -5.64842
H -3.17146 -1.52273 -5.36605
H -4.03346 0.27093 -6.88579
H -2.75491 -0.12296 -8.02286
H -3.96575 -1.33792 -7.62993
H -2.36491 -1.66299 -3.86650
H -0.35772 -2.32131 -3.37177
H -1.35847 -2.76971 -2.08952
H 0.88462 -0.79556 -2.16305
H -0.41486 -0.36287 -1.11064
H 0.22425 -3.19541 -0.65824
H 0.32299 -1.84633 0.42660
H 2.49624 -3.15028 -0.12064
H 2.54232 -2.17318 -1.56883
H 2.17851 -0.14219 0.16940
H 3.73925 -0.83093 -0.17540
H 2.10998 -1.94068 2.10310
H 3.82631 -2.09573 1.80142
H 3.60154 0.65229 2.00727
H 2.32859 0.13558 3.05937
H 4.47823 -1.50290 3.83473
H 3.84674 -0.11794 4.67050
H 7.11136 2.09596 3.39375
H 8.19804 1.25852 4.48876
H 7.01195 2.36934 5.13199
H -3.05592 -2.40182 -1.24108
H -2.11802 -1.12521 -0.47614
H -4.58108 -2.21287 0.34091
H -4.99536 -0.59400 -0.08341
H -6.05229 -1.49231 5.52889
H -4.21096 -2.23268 -3.09960
H -4.41441 -0.80615 -4.07384
C 6.44525 -6.92133 1.21775
C 7.60188 -5.91189 1.25954
C 7.34904 -4.53544 1.88596
F 6.34876 -3.87295 1.26125
F 8.47225 -3.79873 1.76988
F 8.13433 -5.77420 0.02748
F 8.55072 -6.47802 2.05661
O 5.67821 -7.03535 0.02855
C 4.63031 -6.21861 -0.25836
C 4.89912 -5.32389 -1.47581
F 6.04803 -4.64218 -1.35112
F 3.88438 -4.42337 -1.56528
F 4.23395 -5.49524 0.80784
F 3.58696 -7.00315 -0.61208
H 6.93299 -7.89105 1.29411
H 5.80780 -6.82755 2.09717
H 7.09998 -4.64098 2.94539
H 4.93980 -5.92572 -2.38516
C -6.74542 -6.30738 2.65212
C -6.01593 -5.67884 3.84787
C -4.77444 -4.82690 3.57192
F -3.80919 -5.52287 2.93687
F -4.25805 -4.40288 4.75300
F -5.72863 -6.62465 4.76523
F -6.90788 -4.81856 4.41328
O -6.45861 -7.64537 2.29103
C -5.42203 -7.98963 1.47335
C -4.34067 -8.80632 2.19469
F -3.91793 -8.18489 3.30933
F -3.28912 -8.95304 1.35701
F -4.90013 -6.91831 0.83802
F -5.92197 -8.80567 0.52186
H -7.78495 -6.34897 2.97185
H -6.71792 -5.64645 1.78494
H -5.02941 -3.94381 2.98035
H -4.73727 -9.78824 2.45880
C 7.61845 4.12120 -2.53080
C 7.11531 5.41589 -1.87748
C 8.08946 6.23340 -1.02324
F 8.57943 5.51375 0.00462
F 7.42333 7.29345 -0.51627
F 5.98033 5.16966 -1.18865
F 6.79127 6.24272 -2.91431
O 7.36529 2.88414 -1.88832
C 8.17895 2.36857 -0.91847
C 7.49500 2.30570 0.45383
F 6.98290 3.49857 0.81024
F 8.41235 1.94022 1.37688
F 9.36131 3.00300 -0.85894
F 8.42848 1.08507 -1.25746
H 7.04012 4.04905 -3.45008
H 8.66289 4.20960 -2.83094
H 8.91902 6.59539 -1.63690
H 6.68932 1.56838 0.43618
C -3.88521 7.60648 3.18216
C -4.02864 8.97456 3.86444
C -5.31770 9.77134 3.63813
F -5.52547 10.02379 2.33057
F -5.20935 10.94994 4.28510
F -2.95104 9.73576 3.59052
F -4.01775 8.71234 5.20371
O -3.17345 7.52007 1.95874
C -3.74394 7.75153 0.74221
C -3.18765 9.00186 0.04681
F -3.26585 10.07759 0.84512
F -3.92119 9.22792 -1.06528
F -5.08760 7.75901 0.80786
F -3.39840 6.70830 -0.05801
H -3.26835 7.03172 3.87045
H -4.84530 7.09258 3.12456
H -6.17589 9.22391 4.03849
H -2.14507 8.83389 -0.23096

Entry 4:
23
Properties=species:S:1:pos:R:3 method="wB97M-V/def2-TZVPD" e_above_lowest_kcal_mol=39.56 homo_lumo_gap_ev=9.952 charge=0
C -1.17690 0.92011 -2.45802
C -0.39177 -0.08982 -1.58041
C -1.13716 -1.13080 -1.04847
C -0.53159 -1.96387 -0.03579
C 0.78785 -1.62862 0.32511
C 1.52629 -0.57572 -0.33289
C 0.96508 0.19229 -1.32567
H -1.21280 0.42636 -3.41249
H -0.55067 1.72142 -2.51338
H -2.21181 1.19727 -2.11935
H -2.16158 -1.20272 -1.18273
H -1.04102 -2.77555 0.51205
H 1.25413 -2.37969 0.99280
H 2.55195 -0.54878 -0.10446
H 1.40483 1.12864 -1.75579
C 0.19589 1.37019 1.98402
C 0.01933 1.79334 3.37218
H 0.25930 2.08353 1.22356
H 1.01426 0.74762 1.71686
H -0.47920 0.59261 1.77056
H -0.31713 1.03959 4.02219
H -0.92711 2.44419 3.53192
H 0.87470 2.20292 3.91790

Entry 5:
14
Properties=species:S:1:pos:R:3 method="wB97M-V/def2-TZVPD" e_above_lowest_kcal_mol=128.86 homo_lumo_gap_ev="9.039 / 9.038" charge=0
C 1.11803 1.90402 0.15001
C -0.75628 -1.90092 1.10975
C -0.03475 -0.87469 -1.08854
N -0.74510 -0.31563 -1.86406
N 0.80971 0.78383 0.60195
O 0.24052 2.56838 -0.55988
O -1.16610 0.66910 -2.41220
S 0.26539 -2.29551 -0.23527
H 2.16239 2.42596 0.18763
H -0.31029 -1.00056 1.44331
H -0.84011 -2.68604 1.86540
H -1.61002 -1.57501 0.52578
H -0.69603 2.07979 -0.69360
H 1.56266 0.21728 0.96971

Entry 6:
11
Properties=species:S:1:pos:R:3 method="wB97M-V/def2-TZVPD" e_above_lowest_kcal_mol=17.25 homo_lumo_gap_ev=11.010 charge=0
O 2.02509 -1.00185 -0.64289
C 1.74444 -0.30008 0.30055
C 0.39061 0.33571 0.48019
N -0.48479 -0.06188 -0.58589
C -1.83061 0.04160 -0.45561
O -2.38391 0.54470 0.50286
H 2.48663 -0.07520 1.09112
H -0.02750 0.04684 1.45393
H 0.52526 1.42730 0.52261
H -0.06771 -0.58065 -1.34684
H -2.37752 -0.37649 -1.32002

Electronic energy / eV: -24040.95900; -10945.53284; -272682.97420; -9558.46595; -21114.26161; -8776.94652